#a
{"formula": "C4H13NOS", "method": "ωB97M-V/def2-TZVPD", "species": ["C", "C", "C", "S", "C", "N", "H", "H", "H", "H", "H", "H", "H", "H", "H", "H", "H", "H", "H", "O"], "positions_angstrom": [[-1.0902, -1.5044, -2.0311], [-0.6202, -1.5509, -0.5856], [-0.5089, -0.2186, 0.1631], [0.6785, -0.4139, 1.5095], [0.1677, 0.8963, 2.6776], [-2.5314, -1.7008, -2.2653], [-0.7711, -0.6417, -2.6299], [-0.5683, -2.3029, -2.5314], [-1.3128, -2.2367, -0.0788], [0.3584, -2.0257, -0.5706], [-0.2129, 0.5738, -0.5243], [-1.4698, 0.1397, 0.5498], [-0.8587, 1.1279, 2.4211], [0.8349, 1.7387, 2.5908], [0.1106, 0.4463, 3.6589], [-2.9160, -2.3833, -1.6284], [-3.0373, -0.8279, -2.1661], [4.5281, 3.4672, -0.2849], [4.2720, 3.6275, 1.2053], [4.9474, 3.7896, 0.5201]], "charge": 0, "orbital_gap_ev": 9.2043, "homo_ev": -8.655}



#b
{"formula": "C4H13NOS", "method": "ωB97M-V/def2-TZVPD", "species": ["C", "O", "C", "N", "H", "H", "H", "H", "H", "H", "H", "H", "C", "C", "S", "H", "H", "H", "H", "H"], "positions_angstrom": [[-1.9977, -0.4896, -1.4253], [-3.2246, -1.0631, -0.9744], [-0.9732, -1.5858, -1.3658], [0.3471, -1.0620, -1.7093], [-1.7627, 0.4216, -0.8660], [-2.1216, -0.1850, -2.4674], [-3.9455, -0.4288, -1.0445], [-0.9611, -2.1591, -0.4298], [-1.2256, -2.3483, -2.1089], [-0.7109, -0.3583, 0.6760], [1.0121, -1.7836, -1.9544], [0.7308, -0.5452, -0.9079], [2.5890, 1.7049, 1.8920], [1.1022, 1.4471, 1.8537], [0.8514, -0.3156, 1.4535], [3.0497, 1.3720, 0.9447], [3.1644, 1.0707, 2.5684], [2.9531, 2.7389, 2.0036], [0.5621, 1.9969, 1.0753], [0.5610, 1.5722, 2.7864]], "charge": 0, "orbital_gap_ev": 9.1808, "homo_ev": -8.805}



Stability ranking, top entry: #a; the second entry is 0.0567 hartree less favorable.



#a
{"formula": "C4H13NOS", "method": "ωB97M-V/def2-TZVPD", "species": ["C", "C", "S", "C", "N", "C", "H", "H", "H", "H", "H", "H", "H", "H", "H", "H", "H", "H", "H", "O"], "positions_angstrom": [[-0.6165, -1.2975, -0.4097], [-1.5678, -0.3481, -1.1828], [-2.5367, 0.7553, -0.0746], [0.2959, -0.7032, 0.7049], [0.5359, 0.7281, 0.5604], [1.4010, 1.2613, 1.6391], [-1.1794, -2.1791, -0.0786], [-0.0561, -1.7786, -1.2274], [-2.2209, -0.9245, -1.8388], [-0.9672, 0.3392, -1.7905], [-2.5323, -0.8443, 0.9650], [-0.4421, -0.9413, 1.5488], [1.2467, -1.2157, 0.8865], [-0.3771, 1.1306, 0.7750], [1.2638, 2.3441, 1.5917], [2.4207, 0.9957, 1.4102], [1.0272, 0.9521, 2.6259], [1.3717, 0.7711, -2.7982], [1.2734, 0.7061, -1.2658], [1.6599, 0.2489, -2.0414]], "charge": 0, "orbital_gap_ev": 8.5494, "homo_ev": -9.202}



#b
{"formula": "C4H13NOS", "method": "ωB97M-V/def2-TZVPD", "species": ["C", "C", "S", "C", "N", "C", "H", "H", "H", "H", "H", "H", "H", "H", "H", "H", "H", "H", "H", "O"], "positions_angstrom": [[-0.3924, 1.0985, -1.5385], [0.4533, 2.2342, -0.9116], [2.1503, 1.6716, -0.8723], [-0.2177, -0.3252, -0.9137], [-0.0214, -0.2405, 0.5519], [-0.7488, -1.2639, 1.2900], [-0.1663, 1.1650, -2.6040], [-1.4356, 1.2574, -1.2948], [0.3483, 3.1464, -1.5001], [0.0471, 2.4941, 0.0747], [2.7812, 2.7666, -1.3529], [0.5574, -0.9555, -1.3257], [-1.2522, -0.6559, -0.9718], [0.8818, -0.1685, 0.9942], [-0.6922, -2.3077, 0.9507], [-0.2798, -1.2554, 2.2868], [-1.8242, -1.0952, 1.3274], [-3.5426, -3.6842, 2.9635], [-2.8250, -4.9532, 2.5082], [-2.6758, -4.0102, 2.6906]], "charge": 0, "orbital_gap_ev": 9.1737, "homo_ev": -8.364}



Stability ranking, top entry: #b; the second entry is 0.0572 hartree less favorable.



#a
{"formula": "C4H13NO2S", "method": "ωB97M-V/def2-TZVPD", "species": ["C", "C", "C", "S", "N", "C", "O", "H", "H", "H", "H", "H", "H", "H", "H", "H", "H", "H", "H", "H", "O"], "positions_angstrom": [[1.5565, 0.5612, 1.1683], [0.3076, 0.0159, 0.4145], [-0.6524, -0.6060, 1.4454], [0.0565, -2.1031, 2.1735], [-0.3349, 1.0677, -0.3433], [-0.1063, 1.0874, -1.7554], [1.2990, 1.2354, -2.0938], [1.6905, 0.1864, 2.1832], [2.4857, 0.2252, 0.7021], [1.4899, 1.6481, 1.2182], [0.6704, -0.7792, -0.2300], [-1.6643, -0.7740, 1.0699], [-0.8602, 0.1616, 2.1982], [-0.6146, -2.9951, 1.4350], [-0.3219, 1.9899, 0.0745], [-0.5830, 1.9712, -2.1638], [-0.4243, 0.1730, -2.2107], [1.7790, 1.4989, -1.3049], [-1.7164, -2.2152, -1.5791], [-1.8992, -0.9942, -0.7693], [-2.1577, -1.3551, -1.6326]], "charge": 0, "orbital_gap_ev": 9.7212, "homo_ev": -9.202}



#b
{"formula": "C4H13NO2S", "method": "ωB97M-V/def2-TZVPD", "species": ["C", "O", "C", "C", "C", "S", "N", "H", "H", "H", "H", "H", "H", "H", "H", "H", "H", "H", "H", "H", "O"], "positions_angstrom": [[0.9097, -0.8213, -1.4879], [2.0164, -1.6651, -1.2607], [0.3552, -0.1913, -0.2126], [-0.7344, -1.0869, 0.3708], [-1.4010, -0.5163, 1.6217], [-2.1602, 1.0790, 1.4128], [1.4280, 0.1455, 0.7041], [1.1020, -0.1134, -2.3056], [0.1399, -1.4639, -1.9200], [2.6575, -1.2979, -0.6322], [-0.1433, 0.7387, -0.4379], [-1.4910, -1.1918, -0.4127], [-0.3965, -2.1193, 0.5174], [-0.5748, -0.3103, 2.3092], [-2.0041, -1.2783, 2.1022], [-2.8341, 0.9127, 0.2658], [1.2637, 0.9116, 1.3380], [1.7264, -0.6700, 1.2087], [-0.5045, 2.4711, -1.1997], [0.4817, 3.3204, -0.5429], [0.1633, 3.1469, -1.4385]], "charge": 0, "orbital_gap_ev": 10.0660, "homo_ev": -9.486}



Stability ranking, top entry: #b; the second entry is 0.0060 hartree less favorable.



#a
{"formula": "C3H6N2O", "method": "ωB97M-V/def2-TZVPD", "species": ["C", "C", "C", "H", "H", "H", "H", "H", "H", "N", "N", "O"], "positions_angstrom": [[-2.1398, 1.5890, 0.1807], [0.5196, -0.7194, -0.6650], [1.6422, -1.2064, 0.1156], [-3.0086, 1.8868, -0.3764], [-1.4476, 2.4421, 0.4369], [-2.4983, 0.9978, 1.0876], [-1.7626, 0.0842, -1.3607], [0.3099, -1.3375, -1.5916], [2.1143, -2.1072, -0.3323], [-1.3081, 0.6208, -0.6005], [-0.2041, 0.2038, -0.1107], [2.0933, -0.7147, 1.1659]], "charge": 0, "orbital_gap_ev": 9.1424, "homo_ev": -8.797}



#b
{"formula": "C3H6N2O", "method": "ωB97M-V/def2-TZVPD", "species": ["C", "C", "C", "N", "N", "O", "H", "H", "H", "H", "H", "H"], "positions_angstrom": [[0.6071, 1.1583, 0.1546], [1.1940, -0.1098, -0.3660], [-0.8514, 0.7245, 0.0965], [-0.7351, -0.7301, 0.1738], [-1.5886, -1.5289, -0.3584], [-1.8350, 1.3137, -0.2311], [-1.5894, -2.4133, 0.1548], [0.9109, 1.4027, 1.1733], [0.7407, 2.0376, -0.4750], [1.9663, -0.6206, 0.1935], [1.2232, -0.2448, -1.4373], [-0.0428, -0.9894, 0.9213]], "charge": 0, "orbital_gap_ev": [8.1103, 8.4199], "homo_ev": [-7.880, -7.973]}



#c
{"formula": "C3H6N2O", "method": "ωB97M-V/def2-TZVPD", "species": ["C", "C", "C", "H", "H", "H", "H", "H", "H", "N", "N", "O"], "positions_angstrom": [[0.3175, 1.1276, 0.0346], [1.3537, 0.0553, 0.2399], [1.1451, -1.0932, -0.2122], [-1.7902, -0.7556, -0.7191], [-1.4732, -0.8519, 0.7898], [-1.5647, 1.6240, -0.2674], [2.3075, 0.1799, 0.9017], [1.6522, -2.0030, 0.0630], [0.3493, -1.3641, -0.8975], [-1.9982, -0.1714, 0.1588], [-0.9802, 0.9300, 0.0193], [0.6811, 2.3224, -0.1108]], "charge": 0, "orbital_gap_ev": 10.3053, "homo_ev": -9.636}



Stability ranking, top entry: #a; the second entry is 0.0207 hartree less favorable.



#a
{"formula": "C3H6N2O", "method": "ωB97M-V/def2-TZVPD", "species": ["C", "C", "N", "O", "C", "N", "H", "H", "H", "H", "H", "H"], "positions_angstrom": [[-1.1623, 0.6711, 0.6434], [0.9224, 0.7496, -0.5463], [-0.1175, -0.0549, 0.0041], [0.7988, -1.7212, 0.8847], [0.4651, -2.3276, -0.1196], [0.0033, -2.7338, -1.1325], [-0.9114, 1.6913, 0.9588], [-1.5414, 0.0807, 1.4825], [-1.9952, 0.7083, -0.0736], [1.7120, 0.1173, -0.9449], [1.3239, 1.4532, 0.1982], [0.5023, 1.3661, -1.3547]], "charge": 0, "orbital_gap_ev": [7.9104, 7.1158], "homo_ev": [-9.844, -9.654]}



#b
{"formula": "C3H6N2O", "method": "ωB97M-V/def2-TZVPD", "species": ["N", "C", "O", "N", "C", "C", "H", "H", "H", "H", "H", "H"], "positions_angstrom": [[1.9824, 0.4257, -0.2170], [0.8210, -0.2786, -0.3557], [0.6704, -1.2110, -1.1120], [-0.2442, 0.2295, 0.4333], [-1.5400, -0.4847, 0.4765], [-1.6960, 0.7757, -0.2859], [2.1797, 0.9734, 0.6051], [2.7746, 0.0625, -0.7244], [-1.4238, -1.4522, -0.0156], [-1.9467, -0.5693, 1.4868], [-1.4936, 0.5192, -1.3382], [-0.0838, 1.0098, 1.0471]], "charge": 0, "orbital_gap_ev": 8.4966, "homo_ev": -7.958}



Stability ranking, top entry: #b; the second entry is 0.0627 hartree less favorable.



#a
{"formula": "C3H6N2O", "method": "ωB97M-V/def2-TZVPD", "species": ["C", "N", "C", "N", "C", "O", "H", "H", "H", "H", "H", "H"], "positions_angstrom": [[1.6711, -0.2621, -0.0260], [0.4150, 0.0721, 0.6296], [-0.7976, -0.2116, 0.0406], [-1.2626, -1.3055, -0.4259], [-1.7161, 0.9784, -0.0734], [-1.3979, 2.0843, 0.2974], [1.4960, -1.0222, -0.7920], [2.4083, -0.6394, 0.6899], [2.0766, 0.6296, -0.5209], [0.4067, 1.0097, 1.0124], [-0.6150, -2.0826, -0.2825], [-2.6846, 0.7492, -0.5492]], "charge": 0, "orbital_gap_ev": 9.6997, "homo_ev": -9.551}



#b
{"formula": "C3H6N2O", "method": "ωB97M-V/def2-TZVPD", "species": ["C", "C", "C", "H", "H", "H", "H", "H", "H", "N", "N", "O"], "positions_angstrom": [[-0.4625, -0.0759, 0.4153], [0.5787, -0.9801, 0.2475], [0.4437, 1.2231, 0.3430], [-0.7430, 0.5482, -1.5917], [-2.1563, 0.3612, -0.5247], [-0.8262, -0.2923, 1.3434], [0.0970, -2.0359, -0.0825], [1.0490, -1.3243, 1.1977], [0.2969, 2.1963, 0.4823], [-1.2352, -0.0084, -0.7812], [1.4095, 0.8836, -0.3588], [1.5485, -0.4956, -0.6903]], "charge": 0, "orbital_gap_ev": 10.2431, "homo_ev": -9.363}



Stability ranking, top entry: #a; the second entry is 0.1178 hartree less favorable.



#a
{"formula": "C3H2Cl3NO", "method": "ωB97M-V/def2-TZVPD", "species": ["C", "C", "C", "N", "O", "Cl", "Cl", "Cl", "H", "H"], "positions_angstrom": [[1.3182, -0.5485, 0.3758], [-0.9713, 0.1788, 0.5645], [0.3483, 0.4870, -0.0731], [1.9952, -1.4157, 0.6700], [0.5151, 0.2488, -1.8883], [-2.2666, 1.1786, 0.1407], [-1.2953, -1.6192, 0.2289], [0.8083, 2.1318, 0.1665], [-0.9213, 0.1340, 1.6153], [0.4694, -0.7754, -1.8003]], "charge": 0, "orbital_gap_ev": 10.9575, "homo_ev": -11.614}



#b
{"formula": "C3H2Cl3NO", "method": "ωB97M-V/def2-TZVPD", "species": ["C", "C", "C", "N", "O", "Cl", "Cl", "Cl", "H", "H"], "positions_angstrom": [[1.5269, -0.4296, 0.6230], [0.4792, 0.3039, -0.0349], [0.8325, -0.3868, -2.1251], [2.4016, -0.8702, 1.2293], [-0.8259, -0.0321, 0.2169], [0.4915, 0.9699, -3.1502], [-0.1698, -1.7313, -2.2914], [2.5082, -0.8946, -2.1685], [0.5969, 1.4106, 0.0271], [-1.2437, -0.8950, 0.0530]], "charge": 0, "orbital_gap_ev": 9.0284, "homo_ev": -9.474}



Stability ranking, top entry: #a; the second entry is 0.0073 hartree less favorable.



#a
{"formula": "C5H5BrN2", "method": "ωB97M-V/def2-TZVPD", "species": ["C", "C", "C", "C", "C", "N", "N", "Br", "H", "H", "H", "H", "H"], "positions_angstrom": [[1.3638, -1.3158, -1.1677], [0.5412, -1.6349, -0.1902], [-0.2123, 0.2748, -0.0046], [-1.5071, 1.7336, 1.3779], [-0.8736, 0.6009, 1.1715], [0.3397, 0.7798, -1.0012], [1.2617, -0.0042, -1.6590], [0.4299, -3.1228, 0.7835], [2.0707, -1.8824, -1.6007], [-2.0708, 2.0011, 2.3184], [-1.5860, 2.4385, 0.6350], [-1.0684, -0.0853, 1.9588], [1.3113, 0.2167, -2.6218]], "charge": 0, "orbital_gap_ev": 8.8113, "homo_ev": -8.266}



#b
{"formula": "C5H5BrN2", "method": "ωB97M-V/def2-TZVPD", "species": ["C", "C", "C", "C", "C", "N", "N", "Br", "H", "H", "H", "H", "H"], "positions_angstrom": [[-0.2438, -0.3571, -1.5295], [0.1851, -1.6820, 0.4962], [-1.2275, 1.8210, 0.1462], [-0.7425, 0.5640, 0.6534], [-0.1404, -0.4076, -0.0675], [-0.3128, -0.5744, -2.6583], [0.4823, -2.8042, 0.6853], [3.5858, -1.2090, -0.2717], [-1.0926, 2.6777, 0.8332], [-2.3232, 1.8694, -0.0382], [-0.8501, 1.9772, -0.8108], [3.5542, -2.2763, 0.7244], [-0.8746, 0.4014, 1.8373]], "charge": 0, "orbital_gap_ev": 9.9979, "homo_ev": -10.473}



Stability ranking, top entry: #b; the second entry is 0.0916 hartree less favorable.